Below is C6H6BrNO2 in the gas phase in a non-equilibrium geometry, with properties calculated with ωB97M-V with the def2-TZVPD basis set.

Last column: Mulliken charge in e.
Element x y z (Å)
C -1.200 -0.039 -1.250  -0.136
C -0.329 1.106 -1.048  -0.371
C -1.408 -1.035 -0.388  -0.463
C 0.726 1.097 -0.270  -0.045
C -0.793 -1.144 0.986  -0.427
C 0.687 -1.094 0.955  -0.437
N 1.751 1.897 0.154  0.867
O 2.483 2.344 -0.725  -0.546
O 1.902 2.061 1.356  -0.552
Br 1.624 -2.255 -0.149  -0.017
H -1.743 -0.035 -2.183  0.382
H -0.601 2.009 -1.593  0.372
H -2.082 -1.831 -0.667  0.360
H -1.149 -0.326 1.620  0.267
H -1.121 -2.087 1.439  0.295
H 1.255 -0.667 1.763  0.451

Cartesian forces, eV/Å:
C -0.2064 -0.4607 0.2671
C 0.3059 1.0040 -0.0622
C -0.0758 0.1512 -0.1515
C -1.0705 -4.0165 1.3757
C -0.0274 -0.1506 -0.0534
C 0.0458 2.6268 -1.5230
N 0.6498 0.9834 -0.2877
O 0.1215 0.1125 0.2343
O 0.0480 0.0620 0.0754
Br 0.0462 -0.1942 0.0920
H -0.1059 -0.0741 -0.0906
H 0.1101 0.0425 -0.0526
H -0.0850 -0.0276 -0.0978
H 0.0755 -0.0418 0.0187
H 0.0574 0.0431 0.0493
H 0.1109 -0.0599 0.2063

Orbital gap (alpha / beta): 7.9 / 7.3 eV
Highest occupied orbital energy (alpha / beta): -9.05 / -8.77 eV
Energy relative to the best compared isomer or geometry (same formula, charge and spin): 356.8 kJ/mol
E_tot: -3011.22117 hartree